1.
DFT (wB97M-V/def2-TZVPD) results for a cluster of 2 separate species, C3H5ClO in total at a distorted geometry.

Geometry as ORCA input:
```
! wB97M-V def2-TZVPD RIJCOSX def2/J DEFGRID3
* xyz 0 1
C -1.189 -0.067 -0.390
C -0.414 0.976 -0.070
C 1.266 -2.337 0.871
O 1.485 -1.220 0.257
Cl 0.860 -3.578 -0.268
H -1.697 -0.032 -1.281
H -1.256 -0.878 0.174
H 0.189 0.754 0.764
H -0.273 1.836 -0.689
H 1.224 -1.081 -0.612
*
```

## Properties
Orbital gap ... 10.051 eV
Energy relative to the best compared isomer or geometry (same formula, charge and spin) ... 82.1 kcal per mole
HOMO energy ... -9.7 eV

The computed Mulliken charges, all in e, follow: -0.71 -0.49 -0.01 -0.18 -0.12 0.27 0.38 0.30 0.27 0.30

=====

2.
DFT (wB97M-V/def2-TZVPD) results for the molecule C16H18N2O5S2.

Geometry as ORCA input:
```
! wB97M-V def2-TZVPD RIJCOSX def2/J DEFGRID3
* xyz 0 1
C 2.806 4.856 -4.735
C 1.815 3.717 -4.892
H 0.806 4.091 -5.100
H 2.101 3.047 -5.711
O 1.789 2.972 -3.676
C 1.026 1.870 -3.674
O 0.383 1.514 -4.634
C 1.063 1.154 -2.382
C 1.766 1.639 -1.282
C 1.775 0.944 -0.090
C 1.078 -0.259 0.018
C 0.377 -0.752 -1.087
C 0.368 -0.051 -2.271
H -0.169 -0.418 -3.133
H -0.148 -1.693 -0.999
N 1.028 -1.011 1.187
C 1.579 -0.750 2.402
O 2.274 0.202 2.676
C 1.175 -1.804 3.430
H 1.302 -2.794 2.990
H 1.827 -1.714 4.298
C -0.302 -1.614 3.834
N -1.066 -2.838 3.914
S -1.602 -3.477 2.471
O -0.636 -3.282 1.417
O -2.052 -4.802 2.745
C -2.967 -2.418 2.131
C -3.040 -1.405 1.223
C -4.290 -0.753 1.258
C -5.125 -1.286 2.192
S -4.407 -2.595 3.045
H -6.126 -0.985 2.426
H -4.551 0.069 0.617
H -2.237 -1.150 0.556
H -0.684 -3.544 4.524
H -0.820 -0.996 3.095
H -0.369 -1.106 4.799
H 0.482 -1.870 1.116
H 2.318 1.320 0.761
H 2.307 2.569 -1.368
H 2.506 5.502 -3.915
H 2.842 5.437 -5.652
H 3.797 4.463 -4.524
*
```

## Properties
Orbital gap ... 8.731 eV
SMILES ... CCOC(=O)c1ccc(NC(=O)CCNS(=O)(=O)c2cccs2)cc1
Energy relative to the best compared isomer or geometry (same formula, charge and spin) ... 34.5 kcal per mole
HOMO energy ... -8.6 eV

The computed Mulliken charges, all in e, follow: -1.23 -0.21 0.30 0.31 -0.25 0.62 -0.64 0.11 -0.71 -0.58 0.82 -0.32 -1.08 0.45 0.49 0.04 0.59 -0.65 -0.81 0.39 0.37 -0.65 -0.31 1.12 -0.74 -0.69 -0.15 0.07 -0.69 -0.39 -0.13 0.44 0.40 0.55 0.28 0.35 0.42 0.06 0.53 0.47 0.31 0.40 0.31

=====

3.
DFT (wB97M-V/def2-TZVPD) results for the molecule C5H9NO2 at a distorted geometry.

Geometry as ORCA input:
```
! wB97M-V def2-TZVPD RIJCOSX def2/J DEFGRID3
* xyz 0 1
C -0.732 -0.149 0.004
C -1.130 0.647 1.198
C -0.850 -1.634 0.041
C -0.425 0.489 -1.213
N 1.670 0.030 0.191
C 1.393 0.948 -0.936
O -0.965 0.763 -2.242
O 2.119 0.907 -1.949
H 2.280 0.413 0.907
H 1.965 -0.880 -0.150
H 1.158 1.938 -0.468
H -0.643 1.623 1.212
H -0.251 -2.114 -0.734
H -0.572 -2.040 1.015
H -0.906 0.124 2.129
H -2.212 0.826 1.147
H -1.899 -1.894 -0.153
*
```

## Properties
Orbital gap (spin up / spin down) ... 7.845 / 7.083 eV
Energy relative to the best compared isomer or geometry (same formula, charge and spin) ... 99.0 kcal per mole
HOMO energy (spin up / spin down) ... -8.1 / -7.9 eV

The computed Mulliken charges, all in e, follow: 1.14 -1.31 -1.40 0.15 -0.43 0.10 -0.50 -0.57 0.21 0.18 0.31 0.34 0.36 0.38 0.34 0.34 0.36